1.
DFT (ωB97M-V with the def2-TZVPD basis set) results for a structure of composition C4H5I3 in a non-equilibrium geometry.

XYZ file:
```
12
Properties=species:S:1:pos:R:3:forces:R:3:mulliken_charge:R:1
I 1.01191 2.43981 -0.84933 0.0 0.4 -0.1 0.190
H -0.21303 -0.32591 1.80521 0.6 -1.0 0.1 0.334
H 0.44731 -0.04683 -2.00246 -1.3 -1.4 1.4 0.454
C -1.12536 -0.32490 -0.20486 -0.9 1.8 0.3 -0.604
H -0.88455 1.23432 1.55473 1.3 -1.4 -1.8 0.230
H -1.80558 0.34139 -0.79842 0.4 -0.4 0.9 0.223
I 0.73997 -2.56713 -0.77385 0.2 0.6 -0.4 0.068
I 2.76284 -0.02014 0.96293 -0.1 0.3 -0.2 0.140
C -0.36933 0.32464 0.97331 -0.6 3.5 0.5 -0.488
C 0.20075 -0.44751 -0.94343 1.7 -0.7 -1.8 -0.460
H -1.68524 -1.13656 0.26268 0.2 -0.5 -1.2 0.308
C 0.92031 0.52882 0.01349 -1.4 -1.0 2.4 -0.394
```
Positions in Å, forces in eV/Å.

Frontier orbital gap, eV: 8.88
2S+1: 1
Charge: 0
Strongest force on any atom, eV Å⁻¹: 3.6
HOMO, eV: -9.05
Energy relative to the best compared isomer or geometry (same formula, charge and spin), kcal/mol: 8.1

=====

2.
DFT (ωB97M-V with the def2-TZVPD basis set) results for a cluster of 2 separate species, C4H5IN2O in total in a non-equilibrium geometry.

XYZ file:
```
13
Properties=species:S:1:pos:R:3:forces:R:3:mulliken_spin:R:1
H -0.66549 -0.42127 2.82430 -2.3 -2.6 1.9 0.019
H -1.03724 0.75561 -1.11733 1.1 1.1 0.3 0.017
O -1.69450 -1.12611 -1.32871 -2.4 1.1 -0.2 0.000
C 0.02757 0.48142 1.40243 -1.0 0.9 0.4 0.326
H 0.91461 -2.27368 0.07134 -1.3 0.1 -1.4 0.001
N -0.17546 0.35133 2.58209 1.8 1.2 0.7 0.508
C 0.61018 0.73643 0.28516 -1.1 0.9 -3.0 0.519
I 2.62948 0.24234 -0.03491 2.4 -0.2 -0.2 0.576
H -0.46067 2.34973 -0.45167 0.3 -0.4 -1.0 0.031
C -0.11659 1.37668 -0.88127 -0.5 -0.7 0.4 -0.006
C -0.76681 -1.60374 -0.85253 -0.1 -0.6 -1.1 0.002
N 0.21238 -2.24904 -0.71093 3.5 -1.5 2.5 0.012
H 0.52255 1.38031 -1.78799 -0.4 0.6 0.6 -0.004
```
Positions in Å, forces in eV/Å.

Frontier orbital gap (alpha / beta), eV: 6.56 / 6.97
2S+1: 3
Charge: 0
Strongest force on any atom, eV Å⁻¹: 4.6
HOMO (alpha / beta), eV: -6.09 / -9.66
Energy relative to the best compared isomer or geometry (same formula, charge and spin), kcal/mol: 1.0

=====

Q: Which formula does entry 1 have?
A: C4H5I3